[1]
A structure of composition C26H19F10N7OSeSn at a distorted geometry, computed with ωB97M-V/def2-TZVPD.

Values from the calculation:
highest occupied orbital energy: -7.9 eV
LUMO: -1.86 eV
Kohn-Sham gap: 6.037 eV

Each line ends with the Löwdin charge.
Atoms and positions in Å:
Sn -12.47281 -15.04278 1.13316  1.24
C -10.77529 -17.40575 -0.26372  -0.11
N -12.22040 -17.06342 -0.30499  -0.30
C -13.06896 -18.19667 0.23375  -0.17
C -13.27775 -18.04095 1.71570  -0.23
N -13.76403 -16.66547 1.96105  -0.18
C -14.82138 -16.58696 2.82216  -0.22
C -16.12425 -17.14889 2.48940  -0.11
F -16.29965 -17.90490 1.35563  0.07
C -17.22002 -17.01359 3.31255  -0.15
F -18.33972 -17.71935 3.15842  0.13
C -17.11208 -16.13398 4.41503  -0.13
F -18.24831 -15.89384 5.10564  0.10
C -15.90948 -15.60264 4.83503  -0.17
F -15.77848 -14.93009 5.97870  0.12
C -14.76612 -15.95945 4.11981  -0.16
F -13.54890 -15.64853 4.64121  0.06
C -12.60495 -16.73811 -1.70940  -0.19
C -13.68043 -15.67012 -1.79034  -0.22
N -13.54193 -14.67887 -0.73097  -0.17
C -14.00390 -13.41854 -0.94667  -0.23
C -15.25451 -13.08754 -1.56436  -0.11
F -16.06340 -14.11305 -1.99674  0.07
C -15.61538 -11.78833 -1.81766  -0.14
F -16.78275 -11.51198 -2.43759  0.11
C -14.80657 -10.72200 -1.39320  -0.14
F -15.21027 -9.45973 -1.59773  0.11
C -13.64176 -11.00061 -0.68254  -0.13
F -12.87849 -9.96299 -0.21508  0.08
C -13.22373 -12.29932 -0.51251  -0.18
F -11.95612 -12.55534 -0.07050  -0.01
H -10.53205 -18.23764 -0.96683  0.10
H -10.12980 -16.56238 -0.52911  0.08
H -10.53640 -17.74280 0.72519  0.06
H -14.04027 -18.27300 -0.32467  0.13
H -12.53478 -19.15899 0.02990  0.13
H -13.99366 -18.80504 2.10126  0.13
H -12.35731 -18.20863 2.28459  0.09
H -11.72434 -16.41313 -2.29259  0.13
H -13.04777 -17.59713 -2.21043  0.12
H -13.68381 -15.16136 -2.75767  0.13
H -14.68948 -16.14704 -1.66405  0.12
N -14.16603 -13.63968 2.22781  0.02
H -13.97858 -12.66523 1.99603  0.05
H -14.26836 -13.76860 3.22785  0.04
H -15.05056 -13.91196 1.79946  0.07
O -9.47799 -14.63493 3.46360  -0.54
N -10.06860 -15.97452 3.47668  0.12
C -9.45243 -16.76086 4.34024  -0.28
C -10.12129 -17.98230 4.66093  -0.16
N -10.87614 -18.84306 4.75288  0.20
C -8.06744 -16.58511 4.77802  -0.21
N -6.99771 -16.40531 5.25278  0.18
Se -7.69693 -14.22281 3.19184  1.13
C -8.33179 -12.65379 2.37887  -0.55
C -9.24075 -11.85485 3.06734  -0.12
C -9.95306 -10.88920 2.37988  -0.07
C -9.79637 -10.75587 0.99034  -0.09
C -8.75871 -11.41760 0.36103  -0.09
C -7.98077 -12.33292 1.05949  -0.11
H -9.45312 -12.03937 4.12625  0.11
H -10.68031 -10.26111 2.90371  0.11
H -10.47876 -10.16460 0.36077  0.10
H -8.62919 -11.31117 -0.72694  0.12
H -7.18891 -12.85168 0.50735  0.11

[2]
A structure of composition C26H20AgBN5O6, computed with ωB97M-V/def2-TZVPD.

Values from the calculation:
highest occupied orbital energy: -4.2 eV
LUMO: 1.95 eV
total charge: -1
Kohn-Sham gap: 6.129 eV

Each line ends with the Löwdin charge.
Atoms and positions in Å:
Ag 0.24533 -1.78951 0.83134  0.68
C 1.00966 -0.43217 4.47257  -0.07
C 0.28978 -1.59508 3.99184  -0.29
N -0.19734 -2.45271 3.40305  0.11
H 2.07884 -0.63485 4.42839  0.09
H 0.72821 -0.16936 5.49174  0.07
H 0.76862 0.38360 3.78581  0.06
O -0.42565 0.55013 -0.38456  -0.07
C -0.29279 1.13068 0.70826  -0.66
O -0.28225 0.62848 1.85769  -0.09
C -0.11667 2.65201 0.63649  -0.10
C -0.27181 3.43624 1.77564  -0.01
C -0.12824 4.81114 1.71384  0.00
C 0.18977 5.37776 0.48989  -0.16
C 0.36863 4.62921 -0.66261  0.01
C 0.20684 3.25606 -0.57542  -0.01
N 0.34823 6.83570 0.41380  -0.36
O 0.68477 7.32058 -0.65090  0.06
O 0.16227 7.48714 1.42657  0.05
H -0.50272 2.93878 2.70674  0.11
H -0.25241 5.43992 2.58195  0.11
H 0.62515 5.11404 -1.59141  0.11
H 0.33973 2.62354 -1.44328  0.11
O 3.31165 -1.18866 0.52288  0.07
B 2.32608 -2.23145 0.58216  -0.49
O 3.05344 -3.45648 0.55412  0.06
C 4.37410 -3.15850 0.48582  -0.24
C 5.45623 -4.01072 0.44124  -0.01
C 6.72189 -3.42688 0.37679  -0.12
C 6.87706 -2.04697 0.35782  -0.12
C 5.77611 -1.19212 0.40163  -0.01
C 4.52777 -1.77469 0.46609  -0.25
H 5.32129 -5.08349 0.45561  0.11
H 7.59669 -4.06331 0.34000  0.09
H 7.87252 -1.62490 0.30682  0.09
H 5.88778 -0.11703 0.38389  0.11
C -4.24917 -1.43695 1.45285  -0.05
C -2.87766 -1.58874 1.55365  -0.13
N -2.12556 -1.98214 0.52941  0.03
C -2.70834 -2.19152 -0.63843  -0.09
C -4.07826 -2.04866 -0.85196  -0.22
C -4.86190 -1.68618 0.23558  -0.03
C -4.65695 -2.30690 -2.17951  -0.05
C -4.25500 -1.77403 -3.33774  -0.04
C -3.24036 -0.71862 -3.50260  -0.29
C -2.48575 -0.63179 -4.67038  -0.02
C -1.57077 0.40330 -4.74145  -0.14
N -1.40030 1.27986 -3.75930  0.09
C -2.16374 1.10601 -2.68632  -0.19
N -3.08599 0.16826 -2.51688  0.16
H -4.82281 -1.12343 2.31398  0.10
H -2.35007 -1.39732 2.47798  0.08
H -2.05684 -2.49320 -1.44940  0.13
H -5.93271 -1.57129 0.12106  0.11
H -5.46982 -3.02598 -2.21627  0.11
H -4.71168 -2.13062 -4.25452  0.10
H -2.60343 -1.33974 -5.47870  0.10
H -0.95219 0.53485 -5.62265  0.10
H -2.01925 1.78870 -1.86070  0.10

[3]
A structure of composition C26H20AsN2O3PReS6 at a distorted geometry, computed with ωB97M-V/def2-TZVPD.

Values from the calculation:
highest occupied orbital energy: -11.1 eV
LUMO: -5.32 eV
total charge: +1
Kohn-Sham gap: 5.759 eV

Each line ends with the Löwdin charge.
Atoms and positions in Å:
Re -0.19555 -1.71632 1.07793  1.05
O 0.13727 -3.74918 -4.09722  0.09
C 0.31194 -2.42563 -4.18940  -0.25
C 0.48641 -1.90665 -5.47193  0.00
C 0.64271 -0.55381 -5.65730  -0.05
C 0.63726 0.32895 -4.57378  -0.07
C 0.48970 -0.16444 -3.30167  -0.01
C 0.32708 -1.54568 -3.08228  -0.08
C 0.13722 -2.02724 -1.73290  -0.33
O 0.24697 -1.15326 -0.70374  -0.31
N -0.19478 -3.25637 -1.48582  0.09
N -0.50991 -3.41581 -0.14972  -0.15
C -1.03396 -4.53486 0.19436  -0.01
C -1.62630 -4.79806 1.48835  -0.14
C -2.16128 -6.06588 1.72983  -0.01
C -2.80303 -6.34950 2.92140  -0.04
C -2.93948 -5.35602 3.88491  -0.03
C -2.43699 -4.08248 3.66135  0.02
C -1.78299 -3.81844 2.47584  -0.26
O -1.27927 -2.55132 2.29316  -0.30
H -0.01534 -3.99242 -3.16517  0.07
H 0.49288 -2.60001 -6.30031  0.13
H 0.76669 -0.16854 -6.66049  0.12
H 0.75453 1.38823 -4.73554  0.10
H 0.48697 0.50233 -2.44947  0.11
H -1.10237 -5.30526 -0.56887  0.15
H -2.07407 -6.82375 0.96248  0.13
H -3.21153 -7.33367 3.09415  0.12
H -3.44842 -5.56823 4.81438  0.12
H -2.54359 -3.29332 4.39197  0.13
S 3.68905 -0.46778 0.00474  -0.01
As 3.83506 0.07981 1.93079  0.37
S 1.72834 -2.65901 1.77367  0.13
S 0.08729 0.39205 1.84175  0.13
S 2.65461 -1.46536 3.15111  -0.08
S -2.82921 4.00857 -0.05993  0.30
P -1.13558 3.27813 0.46884  0.15
S -1.59228 1.23673 0.99417  0.25
C 0.15618 3.27790 -0.78809  -0.40
C 1.42170 2.75301 -0.52398  -0.12
C 2.41283 2.82094 -1.48763  -0.08
C 2.14753 3.42486 -2.71093  -0.07
C 0.89164 3.95132 -2.97331  -0.07
C -0.11129 3.87141 -2.01722  -0.09
C -0.37214 3.93374 1.96380  -0.40
C 0.63147 4.89476 1.84918  -0.07
C 1.15195 5.48390 2.99122  -0.06
C 0.67626 5.11667 4.24099  -0.06
C -0.33179 4.16946 4.35542  -0.06
C -0.86328 3.58189 3.21959  -0.12
H 1.63530 2.30391 0.43945  0.06
H 3.39327 2.41243 -1.28217  0.09
H 2.92562 3.48297 -3.45995  0.11
H 0.69192 4.43647 -3.91933  0.11
H -1.09666 4.27488 -2.20996  0.08
H 0.99881 5.18562 0.87381  0.11
H 1.92785 6.23159 2.90218  0.11
H 1.09042 5.57303 5.12927  0.11
H -0.70852 3.89194 5.33000  0.11
H -1.66512 2.86079 3.30799  0.09

[4]
A cluster of 2 separate species, C26H20B2FN2O16S in total at a distorted geometry, computed with ωB97M-V/def2-TZVPD.

Values from the calculation:
highest occupied orbital energy: -7.3 eV
LUMO: 0.18 eV
total charge: -1
Kohn-Sham gap: 7.463 eV

Each line ends with the Löwdin charge.
Atoms and positions in Å:
C -4.15002 0.25414 3.15506  -0.10
O -4.12363 -1.15497 3.32196  -0.15
C -2.86671 -1.74793 3.02535  -0.17
C -1.62875 -0.86948 3.32723  -0.08
C -0.97493 -0.26859 2.22042  -0.01
C 0.17361 0.55794 2.40061  -0.03
C 0.66064 0.72706 3.70209  0.05
C 0.04187 0.10876 4.80790  -0.02
B 0.75949 0.37368 6.22746  -0.58
O 1.04675 1.64407 6.71580  0.17
O 1.04103 -0.76618 6.95817  0.00
C 2.29018 -0.67820 7.66792  -0.05
C -1.13282 -0.69017 4.65816  -0.14
S -1.88777 -1.40848 6.10235  0.71
O -1.98801 -0.45248 7.16370  -0.23
O -3.15122 -2.01582 5.84268  -0.24
F -0.90239 -2.57971 6.58932  -0.15
C 0.81063 1.21556 1.16297  -0.24
O 1.25076 2.33798 1.20632  0.13
C 0.80081 0.34835 -0.09309  -0.01
C 1.84271 0.36936 -1.05195  -0.14
N 2.93953 1.27989 -0.84757  0.14
C 2.66823 2.43501 -1.33555  -0.35
C 3.26040 3.69503 -0.68166  -0.04
C 1.74031 2.68557 -2.53840  0.00
C 1.80536 -0.49041 -2.18435  -0.15
O 2.82063 -0.48362 -3.16291  0.00
C 4.00812 -0.69740 -2.58144  -0.28
N 5.05593 -0.51365 -2.10338  0.17
C 0.69187 -1.34731 -2.32431  0.07
C -0.37690 -1.37410 -1.40445  -0.17
C -1.56373 -2.31286 -1.65868  -0.03
C -0.32275 -0.51824 -0.28978  -0.03
C -1.42787 -0.44458 0.76892  -0.25
O -2.57899 -0.48974 0.39934  0.12
H -3.74724 0.79871 4.03619  0.10
H -5.20911 0.56897 3.05693  0.10
H -3.63234 0.61975 2.25001  0.08
H -2.83186 -2.15669 1.99554  0.12
H -2.78802 -2.63760 3.68477  0.12
H 1.56014 1.33964 3.86182  0.13
H 1.87702 2.00469 6.37932  0.11
H 3.15080 -0.43233 7.02007  0.10
H 2.16449 0.00685 8.52446  0.10
H 2.47483 -1.68450 8.09570  0.10
H 4.04759 3.44231 0.04413  0.08
H 3.62540 4.40393 -1.45231  0.08
H 2.39003 4.19672 -0.20858  0.08
H 1.75363 3.74548 -2.85999  0.08
H 2.03211 2.04224 -3.39155  0.09
H 0.67662 2.46722 -2.30007  0.10
H 0.67591 -2.01280 -3.19280  0.13
H -2.49362 -1.75837 -1.87904  0.09
H -1.31816 -2.94751 -2.52757  0.08
H -1.69611 -2.97003 -0.77950  0.09
B -0.72016 -0.44308 -7.34948  -0.87
O 0.20232 0.68749 -7.59453  0.24
C 1.13241 0.66624 -6.64955  -0.39
O 2.03751 1.44872 -6.55307  0.15
C 0.86427 -0.49317 -5.72559  -0.34
O 1.52160 -0.79694 -4.76048  0.10
O -0.21676 -1.13534 -6.13812  0.24
O -2.10240 0.03465 -7.14946  0.23
C -2.86862 -0.53023 -8.07979  -0.40
O -4.04745 -0.35237 -8.19902  0.15
C -2.01006 -1.41795 -8.94377  -0.40
O -2.38255 -2.07390 -9.87473  0.15
O -0.75460 -1.35928 -8.50612  0.23